Entry 1:
23
Properties=species:S:1:pos:R:3:lowdin_charge:R:1 method="wB97M-V/def2-TZVPD" charge=0 molar_mass_g_mol=135.2 orbital_gap_ev=9.10 relative_energy_kj_mol=115.4 homo_ha=-0.2992 lumo_energy_ev=0.96 smiles="C=CC[C@H](C)n1cccc1"
C 1.9714 1.7413 -0.1486 -0.09
C 2.3319 0.9897 -1.3187 -0.08
C 0.7352 1.3470 0.2566 -0.12
C 1.2546 0.1342 -1.5681 -0.10
C 0.3363 -0.3262 2.6099 -0.04
C -0.8522 -0.5572 2.0960 -0.25
C -1.5989 -0.7067 -1.7736 -0.09
C -1.1053 -1.2339 0.7850 -0.10
C -1.0437 -0.0061 -0.5031 -0.26
N 0.3237 0.3805 -0.6224 -0.12
H 2.8146 2.2032 0.3027 0.08
H 3.3296 0.7995 -1.7470 0.10
H 0.0709 1.6546 0.9816 0.09
H 0.9876 -0.3766 -2.4779 0.11
H 0.4620 0.2613 3.6031 0.10
H 1.2372 -0.5002 2.0969 0.04
H -1.6078 -0.3570 2.8682 0.10
H -2.6846 -1.1276 -1.5877 0.11
H -1.6577 -0.0479 -2.6038 0.05
H -0.9974 -1.5468 -2.1763 0.08
H -2.2570 -1.5739 0.6448 0.13
H -0.3212 -1.9678 0.4298 0.12
H -1.7290 0.8166 -0.1473 0.15



Entry 2:
25
Properties=species:S:1:pos:R:3:lowdin_charge:R:1 method="wB97M-V/def2-TZVPD" charge=0 molar_mass_g_mol=163.2 orbital_gap_ev=6.98 relative_energy_kj_mol=394.9 homo_ha=-0.2764 lumo_energy_ev=-0.54
C -1.6276 -0.8683 0.0804 -0.36
C -0.2994 -0.8470 0.1390 -0.04
C -2.1578 0.4723 0.0718 -0.27
C 1.2166 1.0683 -0.1036 -0.25
C 2.9010 -0.4634 0.4081 -0.14
C -2.4641 -2.0751 0.0641 -0.11
C -3.5647 0.9546 0.2092 -0.04
C 1.3752 2.5048 -0.1778 -0.03
C 4.1899 -1.1714 -0.1398 -0.06
N -1.1503 1.3229 -0.1199 0.10
N 2.3362 0.3203 -0.3925 0.13
N -0.0182 0.4984 -0.0063 -0.10
H 2.7101 -0.7943 1.4032 0.11
H -3.5109 -2.1171 -0.4425 0.09
H -1.7695 -2.8658 -0.5117 0.11
H -2.6014 -2.5708 1.0301 0.06
H -3.9242 1.6956 -0.4702 0.06
H -4.3481 0.1226 0.1569 0.09
H -3.8846 1.4666 1.1552 0.09
H 0.3833 3.0318 -0.2647 0.09
H 1.9729 2.9030 -1.0682 0.11
H 2.0415 2.9275 0.6525 0.12
H 4.8729 -1.3522 0.7202 0.06
H 4.8729 -0.5155 -0.8268 0.11
H 3.8825 -2.1423 -0.5484 0.07



Entry 3:
26
Properties=species:S:1:pos:R:3:lowdin_charge:R:1 method="wB97M-V/def2-TZVPD" charge=+2 molar_mass_g_mol=179.2 orbital_gap_ev=9.82 relative_energy_kj_mol=121.7 homo_ha=-0.6208 lumo_energy_ev=-7.07 smiles="CC1=[NH+]c2ccccc2[C@H]([NH3+])N1O"
C -3.3308 -0.6504 -0.6203 -0.03
C -3.5160 0.6651 -0.2067 0.02
C -2.0964 -1.1540 -0.5558 -0.05
C -2.3959 1.4668 0.1596 0.04
C -1.0305 -0.4462 -0.1017 -0.16
C -1.1525 0.8657 0.2217 -0.12
C 1.2652 1.1702 0.0586 -0.23
C 0.2982 -1.1696 -0.2782 -0.09
C 2.5369 1.9538 -0.0592 0.06
N 1.4173 -0.1165 -0.3041 -0.02
N 0.0955 1.6799 0.3360 0.21
N 0.6130 -2.2495 0.7981 0.26
O 2.5624 -0.8638 -0.4989 0.08
H -4.2491 -1.1736 -0.9370 0.15
H -4.4911 1.1400 -0.1452 0.13
H -1.8280 -2.2258 -0.9085 0.17
H -2.5610 2.4082 0.5823 0.11
H 0.2631 -1.6996 -1.1950 0.15
H 3.3637 1.2692 -0.0646 0.08
H 2.6805 2.5750 0.8158 0.11
H 2.6108 2.7237 -0.9209 0.16
H 0.1422 2.6937 0.6267 0.22
H 1.1906 -1.8789 1.5607 0.18
H 0.9145 -3.0602 0.2179 0.19
H -0.2767 -2.5158 1.3703 0.23
H 3.0057 -0.6146 -1.3028 0.14



Entry 4:
25
Properties=species:S:1:pos:R:3:lowdin_charge:R:1 method="wB97M-V/def2-TZVPD" charge=0 molar_mass_g_mol=167.2 orbital_gap_ev=9.26 relative_energy_kj_mol=68.6 homo_ha=-0.3152 lumo_energy_ev=0.69 smiles="Cc1ccc(O)cc1.CC(N)=O"
C -2.8045 -4.6193 -0.3151 -0.03
C -2.1278 -3.3570 0.0439 -0.60
O -2.4925 -2.4489 0.7453 0.06
N -0.8124 -3.3560 -0.4010 0.14
H -0.2077 -2.5678 -0.2194 0.08
H -0.4603 -3.8160 -1.2177 0.09
H -2.6456 -5.3444 0.4911 0.09
H -2.5776 -5.1367 -1.2406 0.08
H -3.8949 -4.4992 -0.2973 0.09
C 0.9354 4.2310 1.5362 -0.06
C 1.1404 0.7293 -0.9299 -0.32
C 1.7917 1.9197 -1.2838 -0.02
C 0.5498 0.6271 0.3111 -0.02
C 1.7465 3.0077 -0.4325 -0.05
C 0.4305 1.7201 1.1579 -0.03
C 1.0204 2.9243 0.7572 -0.27
O 1.1769 -0.3919 -1.7327 0.03
H 2.0655 -0.4878 -2.0622 0.09
H 2.2074 1.8436 -2.2865 0.12
H 0.1050 -0.2796 0.7018 0.11
H 2.2376 3.9344 -0.6904 0.11
H -0.1132 1.6534 2.0860 0.11
H 1.6478 4.1149 2.3573 0.08
H -0.0538 4.4577 1.9466 0.08
H 1.1353 5.1416 0.9746 0.07



Entry 5:
25
Properties=species:S:1:pos:R:3:lowdin_charge:R:1 method="wB97M-V/def2-TZVPD" charge=0 molar_mass_g_mol=167.2 orbital_gap_ev=9.28 relative_energy_kj_mol=18.6 homo_ha=-0.3130 lumo_energy_ev=0.76 smiles="Cc1ccc(O)cc1.CC(N)=O"
C 0.5258 1.2833 -2.8414 -0.01
C -0.7648 1.8270 -3.3917 -0.61
O -1.4012 1.2175 -4.2243 0.04
N -1.1150 3.0878 -3.0039 0.14
H 1.2332 1.2906 -3.6732 0.09
H 0.3291 0.2643 -2.5270 0.07
H -2.0571 3.3875 -3.1923 0.10
H -0.6941 3.5625 -2.2082 0.10
H 0.9364 1.9270 -2.0748 0.06
C 1.7596 -1.2508 4.3187 -0.06
C -0.3559 -0.9231 0.5784 -0.33
C -0.4168 -2.0949 1.3286 -0.03
C 0.3873 0.1366 1.0674 -0.02
C 0.2988 -2.2295 2.5024 -0.04
C 1.0472 0.0253 2.2807 -0.04
C 1.0219 -1.1566 3.0214 -0.29
O -1.0119 -0.7984 -0.6124 0.04
H -1.4839 -1.6306 -0.7835 0.11
H -1.0696 -2.8779 0.9553 0.11
H 0.3695 1.0974 0.5710 0.11
H 0.3103 -3.1721 3.0383 0.11
H 1.6391 0.8247 2.7158 0.11
H 2.6058 -0.5668 4.3559 0.07
H 2.1520 -2.2392 4.5448 0.07
H 1.1358 -1.0453 5.1865 0.08



Entry 6:
25
Properties=species:S:1:pos:R:3:lowdin_charge:R:1 method="wB97M-V/def2-TZVPD" charge=+1 molar_mass_g_mol=167.2 orbital_gap_ev="7.70 / 3.85" relative_energy_kj_mol=348.4 homo_ha="-0.4402 / -0.4402" spin_multiplicity=2 lumo_energy_ev="-4.28 / -8.13"
C -2.2302 -0.9950 -3.1971 0.02
C 0.3270 1.4756 -0.9816 -0.19
C 0.6643 0.0544 -0.9243 0.09
C -0.9577 1.9376 -1.3229 0.05
C -0.3211 -0.7867 -1.6135 0.05
C -1.7666 1.0673 -1.9718 -0.04
C -1.4392 -0.1727 -2.1972 -0.25
O 1.3368 2.3536 -0.5753 0.10
H 1.2977 3.2344 -1.1034 0.19
H 1.6658 -0.2794 -0.4540 0.16
H -1.3647 2.9487 -1.1359 0.16
H -0.1608 -1.9118 -1.4177 0.17
H -2.8538 1.3745 -2.0795 0.18
H -3.3065 -0.8070 -3.1842 0.11
H -1.9159 -2.0209 -3.0801 0.08
H -1.8154 -0.8527 -4.1992 0.12
C 1.6983 -1.4994 2.6273 -0.04
C 1.3556 -0.7750 3.8990 -0.61
O 1.1758 -1.1829 5.0409 0.04
N 1.1563 0.5581 3.7462 0.12
H 2.7877 -1.7724 2.6340 0.10
H 1.2494 -1.3071 1.6137 0.05
H 0.5853 1.0900 4.4774 0.16
H 1.4976 0.8879 2.8626 0.07
H 1.3344 -2.6192 2.5366 0.12



Entry 7:
27
Properties=species:S:1:pos:R:3:lowdin_charge:R:1 method="wB97M-V/def2-TZVPD" charge=0 molar_mass_g_mol=248.3 orbital_gap_ev=7.58 relative_energy_kj_mol=185.3 homo_ha=-0.2909 lumo_energy_ev=-0.34
C 1.7069 0.6438 0.0719 -0.18
C 1.8176 0.2521 2.4607 -0.09
C 1.3008 1.8449 0.2927 -0.10
C 1.3129 1.4066 2.7180 -0.12
C -0.6372 1.8728 1.7459 -0.45
C 1.8632 -0.3530 1.1403 -0.22
C 0.7898 2.2890 1.6362 -0.37
C -0.7508 0.3482 -3.1599 -0.15
C -2.7183 -2.8190 -0.7675 -0.10
O -1.4777 0.0748 -1.9885 -0.40
O -2.2624 -1.5850 -0.2047 -0.47
P -0.9348 -0.7894 -0.6700 0.25
S -1.4587 0.6819 1.2018 0.91
S 0.3792 -2.0781 -1.3112 0.35
H 2.0804 0.3837 -0.8545 0.08
H 2.2229 -0.3179 3.3224 0.13
H 1.2599 2.6361 -0.5496 0.15
H 1.4414 1.8601 3.6726 0.11
H 1.0835 -0.9978 0.9330 0.01
H 2.6863 -0.9992 1.1987 0.11
H 0.8352 3.4389 1.8790 0.17
H -1.3518 -0.0591 -3.9675 0.08
H 0.1760 -0.0886 -3.0014 0.00
H -0.9399 1.4375 -3.3481 0.10
H -3.7373 -2.6941 -0.9586 0.07
H -2.5786 -3.4231 0.1119 0.09
H -2.1082 -2.9661 -1.6036 0.02



Entry 8:
25
Properties=species:S:1:pos:R:3:lowdin_charge:R:1 method="wB97M-V/def2-TZVPD" charge=0 molar_mass_g_mol=169.2 orbital_gap_ev="8.63 / 7.36" relative_energy_kj_mol=119.0 homo_ha="-0.2944 / -0.3142" spin_multiplicity=2 lumo_energy_ev="0.62 / -1.19"
C -2.3339 -0.0658 -0.8107 0.03
C -0.9036 -0.3684 -0.3684 -0.47
C -0.7533 -1.4428 0.7395 0.02
C 0.3121 -2.2254 0.3839 0.00
C 0.9809 -1.4024 -0.6479 -0.07
C 1.4645 0.1962 0.2011 -0.47
C -0.0352 0.9566 -0.1164 -0.39
C 0.0599 1.7942 -1.3880 0.01
O -0.4267 1.8090 0.8854 0.03
C 1.6291 0.0411 1.7153 -0.02
O 2.4018 0.5751 -0.5052 0.06
O -0.1431 -0.8833 -1.3600 -0.05
H -2.5301 1.0208 -0.8182 0.09
H -2.5367 -0.4569 -1.8173 0.10
H -3.0399 -0.5525 -0.1154 0.09
H -1.4271 -1.5312 1.5821 0.12
H 0.6844 -3.1694 0.8261 0.13
H 1.7864 -1.6460 -1.3343 0.15
H 0.1581 1.1434 -2.2610 0.10
H -0.8382 2.4180 -1.4735 0.09
H 0.9556 2.4191 -1.3190 0.10
H -0.5447 1.3586 1.7436 0.12
H 0.7854 -0.4429 2.2268 0.07
H 2.5131 -0.5783 1.8743 0.09
H 1.7813 1.0334 2.1572 0.09